(1)
Below is an isolated molecule of C36H38N4O7, with properties calculated with ωB97M-V/def2-TZVPD.

Structure (ORCA input):
```
! RIJCOSX wB97M-V def2-TZVPD def2/J DEFGRID3
* xyz 0 1
C -2.874 5.307 1.185
N -2.521 3.905 1.142
C -3.497 2.986 1.449
O -4.685 3.237 1.675
C -2.849 1.596 1.388
C -3.527 0.716 0.340
C -4.986 0.472 0.609
C -5.883 0.741 -0.417
C -7.242 0.580 -0.216
C -7.719 0.121 1.003
C -6.822 -0.208 2.010
C -5.455 -0.036 1.814
N -1.458 1.897 1.028
C -0.561 0.862 0.919
C 0.783 0.903 0.618
C 1.743 -0.155 0.831
C 3.188 0.184 0.817
C 4.132 -0.658 1.439
C 5.484 -0.323 1.434
C 5.931 0.843 0.779
C 7.313 1.251 0.680
N 8.425 1.620 0.636
C 4.985 1.702 0.236
C 3.633 1.382 0.230
C -1.167 3.342 0.965
C -0.611 3.766 -0.411
C -0.254 3.790 2.117
H -3.962 5.363 1.297
H -2.424 5.825 2.047
H -2.599 5.827 0.255
H -2.871 1.157 2.414
H -3.406 1.202 -0.651
H -2.974 -0.230 0.306
H -5.511 1.114 -1.363
H -7.938 0.782 -1.016
H -8.783 0.078 1.203
H -7.170 -0.617 2.945
H -4.741 -0.268 2.596
H -1.006 -0.113 1.165
H 1.175 1.861 0.311
H 1.457 -0.885 1.653
H 3.844 -1.597 1.960
H 6.222 -0.987 1.869
H 5.261 2.650 -0.240
H 2.907 2.089 -0.188
H -1.378 3.591 -1.183
H -0.341 4.836 -0.397
H 0.275 3.181 -0.689
H -0.828 3.720 3.053
H 0.625 3.130 2.184
H 0.057 4.835 1.966
C 0.828 -0.795 -5.226
C 1.817 -0.611 -4.078
O 1.155 -0.960 -2.825
C 2.055 -1.002 -1.844
C 1.610 -1.497 -0.478
C 0.122 -1.826 -0.312
O -0.421 -2.011 0.784
O -0.604 -1.977 -1.436
C -1.905 -2.612 -1.262
C -2.539 -2.652 -2.616
C 2.441 -2.693 -0.095
C 2.103 -3.522 1.031
C 3.051 -4.364 1.619
C 4.353 -4.480 1.090
N 5.378 -5.195 1.769
O 6.533 -5.234 1.269
O 5.110 -5.763 2.859
C 4.657 -3.808 -0.094
C 3.720 -2.976 -0.686
O 3.251 -0.692 -2.095
H 1.337 -0.516 -6.154
H 0.504 -1.836 -5.319
H -0.053 -0.122 -5.115
H 2.713 -1.246 -4.219
H 2.158 0.441 -3.994
H -1.765 -3.617 -0.852
H -2.502 -2.041 -0.551
H -3.585 -2.930 -2.544
H -2.527 -1.686 -3.113
H -2.050 -3.410 -3.248
H 1.114 -3.439 1.493
H 2.841 -4.919 2.529
H 5.654 -3.919 -0.506
H 4.048 -2.460 -1.574
*
```

Output
- E_HOMO (eV) = -8.231
- E (hartree) = -2140.20020
- strongest force on any atom (hartree/bohr) = 0.07504
- frontier orbital gap (eV) = 7.07



(2)
Below is C36H39BrClF18NO8Sb as an isolated structure, with properties calculated with ωB97M-V/def2-TZVPD.

Structure (ORCA input):
```
! RIJCOSX wB97M-V def2-TZVPD def2/J DEFGRID3
* xyz -1 1
O 3.646 -4.296 -0.567
C 2.500 -4.115 0.131
F 2.219 -5.056 1.240
N 1.567 -2.972 -0.308
C 1.545 -1.897 0.753
O 2.355 -2.075 1.828
Sb 0.336 -0.010 0.658
Cl 1.744 0.887 2.500
C 1.950 0.755 -0.633
C 1.745 0.827 -2.216
C 2.563 -0.368 -3.057
Br 2.455 0.114 -5.035
C -0.865 -0.841 -0.999
C -2.218 -0.024 -1.400
C -3.352 -0.916 -2.229
C -4.879 -0.707 -1.588
C -5.982 -1.920 -1.780
C -7.481 -1.720 -1.088
C -7.940 -0.397 -0.230
C -6.855 0.840 -0.084
C -5.383 0.620 -0.770
C -0.546 2.053 0.533
C -1.015 2.874 1.918
C -1.682 4.408 1.866
C -1.914 5.226 0.443
C -1.410 4.455 -0.913
C -0.755 2.933 -0.833
C -1.106 -0.628 2.194
F -2.438 0.084 2.064
F -0.605 -0.039 3.505
C -1.418 -2.153 2.556
F -2.050 -2.013 3.944
F -0.241 -3.012 2.966
C -2.581 -2.974 1.742
F -3.202 -2.275 0.600
F -3.767 -3.212 2.660
C -2.178 -4.486 1.257
F -1.996 -5.317 2.507
F -0.822 -4.561 0.585
C -3.160 -5.253 0.236
F -3.041 -4.622 -1.134
F -2.557 -6.625 0.021
C -4.740 -5.385 0.544
F -5.286 -6.105 -0.678
F -5.500 -4.078 0.486
C -5.196 -6.350 1.786
F -4.678 -7.767 1.670
F -4.795 -5.899 3.136
C -6.853 -6.570 1.893
F -7.390 -7.467 0.838
F -7.028 -7.339 3.184
F -7.605 -5.312 2.088
H 2.002 -2.631 -1.192
H 2.232 1.852 -0.252
H 2.936 0.119 -0.409
H 2.242 1.840 -2.611
H 0.667 0.821 -2.653
H 3.668 -0.498 -2.695
H 1.892 -1.328 -2.936
H -0.276 -1.013 -2.024
H -1.055 -1.976 -0.667
H -2.634 0.501 -0.445
H -1.884 0.802 -2.195
H -3.425 -0.516 -3.351
H -3.075 -2.054 -2.202
H -5.646 -2.860 -2.390
H -8.253 -2.609 -1.210
H -8.983 -0.252 0.296
H -7.071 1.850 0.516
H -4.586 1.499 -0.635
H -0.910 2.436 3.001
H -2.043 4.963 2.847
H -2.417 6.283 0.450
H -1.546 4.985 -1.972
H -0.473 2.477 -1.872
C 5.471 7.185 -2.358
C 4.363 6.597 -3.213
O 3.623 5.603 -2.490
C 2.755 6.076 -1.563
O 2.544 7.250 -1.302
O 2.173 5.012 -0.952
C 1.312 5.367 0.127
H 6.115 6.393 -1.963
H 6.080 7.882 -2.941
H 5.067 7.724 -1.496
H 4.806 6.092 -4.079
H 3.691 7.372 -3.600
H 0.553 6.088 -0.191
H 1.903 5.767 0.957
H 0.805 4.461 0.469
C 8.679 1.078 2.667
C 7.962 1.668 1.466
O 7.563 0.643 0.546
C 6.487 -0.093 0.916
O 5.836 0.043 1.940
O 6.272 -1.032 -0.041
C 5.231 -1.951 0.277
H 9.522 0.457 2.345
H 9.050 1.870 3.323
H 8.016 0.433 3.251
H 8.649 2.328 0.924
H 7.099 2.276 1.764
H 4.299 -1.429 0.517
H 5.541 -2.591 1.110
H 5.056 -2.583 -0.598
*
```

Output
- E_HOMO (eV) = -6.193
- E (hartree) = -7122.88019
- strongest force on any atom (hartree/bohr) = 0.18350
- frontier orbital gap (eV) = 6.95